# 1
This record from the Open Molecules 2025 dataset describes a 2-piece molecular cluster, C4H7NO overall. The level of theory is wB97M-V/def2-TZVPD.

Element x y z (Å)
C  0.759  0.593  0.445
C  0.789  0.384  -1.054
O  0.429  -0.853  -1.386
C  -0.032  -1.794  -0.438
N  -0.436  -1.551  0.721
C  -0.359  -0.158  1.154
H  1.739  0.221  0.791
H  0.746  1.666  0.659
H  -1.373  2.213  -1.516
H  -0.685  1.908  -1.686
H  -0.024  -2.789  -0.876
H  -0.225  -0.149  2.235
H  -1.329  0.307  0.951

Cartesian forces (eV/Å) of the 2 atoms listed first:
C -0.1 -0.1 -0.1
C 0.2 -0.4 0.1

Results
HOMO energy: -8.54 eV
Orbital gap: 8.7 eV
Lowest unoccupied orbital energy: 0.20 eV
Charge: 0
Multiplicity: 1
ΔE to the lowest compared entry with this formula, charge and spin: 464.8 kJ/mol

Löwdin analysis output, partial charges in e: atom 1 (C): -0.220, atom 2 (C): -0.055, atom 3 (O): -0.058, atom 4 (C): -0.176, atom 5 (N): 0.077, atom 6 (C): -0.217, atom 7 (H): 0.128, atom 8 (H): 0.102, atom 9 (H): 0.055, atom 10 (H): 0.004, atom 11 (H): 0.130, atom 12 (H): 0.110, atom 13 (H): 0.118

***

# 2
This record from the Open Molecules 2025 dataset describes one molecule with the formula C4H7NO. The level of theory is wB97M-V/def2-TZVPD.

Element x y z (Å)
C  -0.972  -1.227  -0.052
N  -0.156  -0.082  -0.446
C  1.916  0.359  0.611
C  0.600  0.382  0.669
C  -0.784  0.999  -1.047
O  -1.976  1.124  -1.179
H  -0.377  -1.839  0.634
H  -1.213  -1.835  -0.926
H  -1.895  -0.910  0.442
H  2.508  0.467  1.500
H  2.395  0.170  -0.343
H  0.002  0.650  1.547
H  -0.047  1.740  -1.409

Cartesian forces (eV/Å) of the 2 atoms listed first:
C -0.2 -0.1 0.0
N -0.3 0.3 0.0

Results
HOMO energy: -9.72 eV
Orbital gap: 10.7 eV
Lowest unoccupied orbital energy: 0.98 eV
Charge: 0
Multiplicity: 1
ΔE to the lowest compared entry with this formula, charge and spin: 176.0 kJ/mol

Löwdin analysis output, partial charges in e: atom 1 (C): -0.055, atom 2 (N): -0.170, atom 3 (C): 0.050, atom 4 (C): -0.221, atom 5 (C): -0.328, atom 6 (O): 0.057, atom 7 (H): 0.091, atom 8 (H): 0.093, atom 9 (H): 0.089, atom 10 (H): 0.054, atom 11 (H): 0.072, atom 12 (H): 0.129, atom 13 (H): 0.140

***

# 3
This record from the Open Molecules 2025 dataset describes one molecule with the formula C4H7NO. The level of theory is wB97M-V/def2-TZVPD.

Element x y z (Å)
C  0.775  -1.080  0.845
C  0.657  0.123  -0.081
C  -0.406  -0.039  -1.186
N  -1.583  0.673  -0.672
C  -1.150  1.365  0.295
O  0.143  1.252  0.674
H  1.128  -0.762  1.830
H  1.483  -1.812  0.443
H  -0.197  -1.571  0.968
H  1.634  0.426  -0.460
H  -0.111  0.433  -2.131
H  -0.641  -1.089  -1.390
H  -1.732  2.081  0.866

Cartesian forces (eV/Å) of the 2 atoms listed first:
C 0.0 0.0 0.0
C 0.1 -0.2 -0.1

Results
HOMO energy: -9.60 eV
Orbital gap: 10.6 eV
Lowest unoccupied orbital energy: 1.00 eV
Charge: 0
Multiplicity: 1
ΔE to the lowest compared entry with this formula, charge and spin: 95.7 kJ/mol

Löwdin analysis output, partial charges in e: atom 1 (C): -0.042, atom 2 (C): -0.333, atom 3 (C): -0.169, atom 4 (N): 0.067, atom 5 (C): -0.239, atom 6 (O): -0.034, atom 7 (H): 0.082, atom 8 (H): 0.083, atom 9 (H): 0.086, atom 10 (H): 0.140, atom 11 (H): 0.115, atom 12 (H): 0.112, atom 13 (H): 0.133

***

# 4
This record from the Open Molecules 2025 dataset describes one molecule with the formula C4H7NO. The level of theory is wB97M-V/def2-TZVPD.

Element x y z (Å)
C  -1.317  -1.706  -0.219
N  -1.046  -0.514  0.316
C  -0.104  0.333  -0.053
C  0.414  1.624  0.495
O  1.726  1.282  0.000
C  1.262  0.038  -0.569
H  -2.020  -2.360  0.272
H  -0.892  -1.925  -1.188
H  -1.626  -0.227  1.104
H  0.390  1.773  1.587
H  0.045  2.539  0.008
H  1.719  -0.854  -0.101
H  1.449  -0.003  -1.651

Cartesian forces (eV/Å) of the 2 atoms listed first:
C 0.0 -0.1 0.0
N 0.2 0.3 0.0

Results
HOMO energy: -6.74 eV
Orbital gap: 7.6 eV
Lowest unoccupied orbital energy: 0.84 eV
Charge: 0
Multiplicity: 1
ΔE to the lowest compared entry with this formula, charge and spin: 422.8 kJ/mol

Löwdin analysis output, partial charges in e: atom 1 (C): -0.040, atom 2 (N): -0.045, atom 3 (C): -0.244, atom 4 (C): -0.139, atom 5 (O): -0.114, atom 6 (C): -0.141, atom 7 (H): 0.039, atom 8 (H): 0.054, atom 9 (H): 0.166, atom 10 (H): 0.116, atom 11 (H): 0.112, atom 12 (H): 0.122, atom 13 (H): 0.114

***

# 5
This record from the Open Molecules 2025 dataset describes one molecule with the formula C4H7NO. The level of theory is wB97M-V/def2-TZVPD.

Element x y z (Å)
C  0.891  0.430  1.488
C  1.510  0.753  0.147
N  0.669  0.594  -0.859
C  -0.740  0.201  -0.851
C  -0.970  -1.292  -0.663
O  -2.050  -1.798  -0.834
H  0.663  -0.642  1.557
H  -0.046  0.965  1.696
H  1.598  0.663  2.285
H  -1.267  0.723  -0.045
H  1.042  0.794  -1.781
H  -1.212  0.499  -1.792
H  -0.089  -1.890  -0.348

Cartesian forces (eV/Å) of the 2 atoms listed first:
C 0.1 0.1 0.0
C -0.4 -0.2 -0.2

Results
HOMO energy: -8.25 eV
Orbital gap: 8.9 eV
Lowest unoccupied orbital energy: 0.70 eV
Charge: 0
Multiplicity: 1
ΔE to the lowest compared entry with this formula, charge and spin: 310.2 kJ/mol

Löwdin analysis output, partial charges in e: atom 1 (C): -0.153, atom 2 (C): -0.113, atom 3 (N): -0.079, atom 4 (C): -0.148, atom 5 (C): -0.244, atom 6 (O): 0.059, atom 7 (H): 0.067, atom 8 (H): 0.070, atom 9 (H): 0.052, atom 10 (H): 0.121, atom 11 (H): 0.114, atom 12 (H): 0.131, atom 13 (H): 0.124

***

# 6
This record from the Open Molecules 2025 dataset describes one molecule with the formula C4H7NO. The level of theory is wB97M-V/def2-TZVPD.

Element x y z (Å)
C  -1.664  0.163  -0.780
N  -0.493  -0.072  -1.193
C  0.281  -1.012  -0.401
C  1.244  -0.121  0.400
C  0.485  1.101  0.831
O  0.840  2.245  0.681
H  -0.478  0.841  1.326
H  -2.215  0.994  -1.211
H  -2.167  -0.420  0.009
H  0.834  -1.691  -1.054
H  -0.361  -1.610  0.267
H  1.590  -0.606  1.319
H  2.104  0.188  -0.194

Cartesian forces (eV/Å) of the 2 atoms listed first:
C 0.0 -0.1 -0.4
N -0.5 0.0 0.1

Results
HOMO energy: -9.72 eV
Orbital gap: 10.7 eV
Lowest unoccupied orbital energy: 0.93 eV
Charge: 0
Multiplicity: 1
ΔE to the lowest compared entry with this formula, charge and spin: 196.9 kJ/mol

Löwdin analysis output, partial charges in e: atom 1 (C): -0.069, atom 2 (N): -0.033, atom 3 (C): -0.241, atom 4 (C): -0.146, atom 5 (C): -0.311, atom 6 (O): 0.060, atom 7 (H): 0.119, atom 8 (H): 0.078, atom 9 (H): 0.084, atom 10 (H): 0.111, atom 11 (H): 0.108, atom 12 (H): 0.121, atom 13 (H): 0.119